No. 1
A molecular structure, C49H33Cl5N4RuS2Sb, computed with ωB97M-V/def2-TZVPD.

Output
Orbital gap (alpha / beta) = 5.621 / 4.698 eV
HOMO level (alpha / beta) = -10.67 / -12.55 eV
Net charge = +2
Spin multiplicity = 6

Structure (XYZ):
```
95
C49H33Cl5N4RuS2Sb | the Open Molecules 2025 dataset | ωB97M-V/def2-TZVPD
Ru -0.377 -0.034 -0.298
S -0.539 0.949 5.405
C -0.818 1.527 6.981
C -1.418 2.745 6.971
C -1.659 3.217 5.656
C -1.237 2.356 4.681
C -1.332 2.507 3.235
C -0.877 1.481 2.395
N -0.931 1.503 1.077
C -1.464 2.617 0.455
C -1.937 3.710 1.235
C -2.465 4.853 0.540
C -2.504 4.892 -0.805
C -2.023 3.786 -1.601
C -2.031 3.788 -2.966
C -1.544 2.603 -3.691
C -1.041 1.523 -2.932
N -1.017 1.505 -1.619
C -1.516 2.648 -0.918
C -1.609 2.571 -5.080
C -2.014 3.633 -5.929
C -1.986 3.301 -7.274
C -1.577 1.995 -7.486
S -1.215 1.162 -6.040
C -1.865 3.631 2.614
H -0.518 0.937 7.836
H -1.679 3.285 7.871
H -2.130 4.170 5.447
H -0.451 0.596 2.839
H -2.831 5.688 1.130
H -2.902 5.760 -1.320
H -2.412 4.645 -3.504
H -0.642 0.645 -3.432
H -2.307 4.608 -5.562
H -2.253 3.979 -8.076
H -1.472 1.484 -8.436
H -2.229 4.459 3.213
Cl 2.420 -0.259 1.876
C 1.047 -1.265 2.176
C -0.082 -1.177 1.345
C -1.237 -1.824 1.814
Cl -2.729 -1.477 0.995
C -1.257 -2.637 2.936
Cl -2.695 -3.422 3.425
C -0.080 -2.788 3.670
Cl -0.058 -3.806 5.036
C 1.068 -2.080 3.306
Cl 2.479 -2.203 4.267
C 2.018 -2.503 -5.945
C 1.706 -1.152 -5.894
C 1.710 -0.478 -4.676
C 2.033 -1.153 -3.501
C 2.337 -2.514 -3.560
C 2.332 -3.184 -4.776
Sb 2.111 -0.121 -1.625
C 3.995 -0.839 -0.958
C 5.105 0.000 -0.933
C 6.338 -0.505 -0.531
C 6.460 -1.834 -0.150
C 5.345 -2.664 -0.150
C 4.112 -2.167 -0.546
C 2.621 1.809 -2.347
C 3.609 1.951 -3.324
C 3.916 3.212 -3.817
C 3.241 4.333 -3.342
C 2.264 4.197 -2.366
C 1.955 2.936 -1.868
H 2.033 -3.022 -6.896
H 1.482 -0.611 -6.807
H 1.480 0.583 -4.656
H 2.617 -3.057 -2.664
H 2.586 -4.238 -4.812
H 5.022 1.042 -1.212
H 7.202 0.147 -0.513
H 7.422 -2.222 0.160
H 5.435 -3.696 0.168
H 3.243 -2.816 -0.504
H 4.140 1.084 -3.700
H 4.689 3.320 -4.568
H 3.486 5.314 -3.730
H 1.751 5.072 -1.985
H 1.204 2.842 -1.091
N -2.343 -4.724 -4.074
C -1.918 -3.741 -3.261
C -2.589 -2.503 -3.187
C -2.117 -1.533 -2.350
N -1.017 -1.686 -1.581
C -0.389 -2.873 -1.639
C -0.791 -3.904 -2.438
H -3.167 -4.610 -4.635
H -1.876 -5.612 -4.107
H -3.485 -2.324 -3.771
H -2.644 -0.595 -2.260
H 0.468 -2.988 -0.989
H -0.242 -4.837 -2.429
```

Atomic partial charges in e from the Löwdin method, atoms 1 to 6: 1.17, 1.07, -0.38, -0.15, -0.10, -0.47


No. 2
3 unconnected molecules or ions with the total composition C49H36INO7, computed with ωB97M-V/def2-TZVPD.

Output
Orbital gap = 8.038 eV
HOMO level = -9.12 eV
Spin multiplicity = 1

Structure (XYZ):
```
94
C49H36INO7 | the Open Molecules 2025 dataset | ωB97M-V/def2-TZVPD
C -5.158 0.611 -1.886
C -5.492 -0.260 -0.696
O -5.108 0.079 0.387
N -6.280 -1.468 -0.811
C -7.568 -1.052 -1.406
C -5.659 -2.435 -1.741
C -4.148 -2.545 -1.610
C -3.687 -3.031 -0.213
C -2.836 -4.327 -0.254
C -1.451 -4.147 0.314
C -0.354 -4.615 -0.403
C 0.942 -4.473 0.076
I 2.469 -5.212 -1.181
C 1.200 -3.869 1.307
C 0.088 -3.378 2.013
C -1.203 -3.523 1.532
C 0.222 -2.668 3.322
O -0.742 -2.394 3.997
C 1.579 -2.268 3.759
C 1.786 -1.404 4.823
C 3.062 -1.047 5.228
C 4.167 -1.583 4.570
C 3.961 -2.445 3.504
C 2.681 -2.784 3.074
C 2.550 -3.715 1.911
O 3.529 -4.317 1.539
H -5.313 1.656 -1.635
H -4.087 0.502 -2.059
H -5.660 0.340 -2.811
H -8.286 -1.867 -1.367
H -7.995 -0.219 -0.846
H -7.459 -0.702 -2.437
H -6.063 -3.416 -1.475
H -5.941 -2.281 -2.790
H -3.822 -3.252 -2.374
H -3.627 -1.617 -1.841
H -4.568 -3.178 0.407
H -3.060 -2.251 0.209
H -2.699 -4.611 -1.299
H -3.347 -5.175 0.201
H -0.517 -5.110 -1.351
H -2.047 -3.156 2.100
H 0.947 -0.974 5.353
H 3.226 -0.357 6.044
H 5.184 -1.358 4.854
H 4.799 -2.879 2.978
C 10.265 1.145 -3.529
C 9.792 0.798 -4.791
C 8.855 -0.212 -4.927
C 8.394 -0.887 -3.804
C 8.885 -0.553 -2.541
C 9.814 0.472 -2.407
C 8.439 -1.294 -1.327
O 8.863 -1.000 -0.228
C 7.468 -2.409 -1.500
C 7.080 -3.150 -0.390
C 6.167 -4.181 -0.529
C 5.631 -4.470 -1.779
C 6.018 -3.742 -2.891
C 6.943 -2.714 -2.758
C 7.372 -1.960 -3.968
O 6.907 -2.213 -5.060
H 10.991 1.941 -3.424
H 10.155 1.318 -5.667
H 8.481 -0.482 -5.905
H 10.183 0.735 -1.426
H 7.496 -2.919 0.581
H 5.866 -4.758 0.334
H 4.907 -5.275 -1.882
H 5.605 -3.968 -3.865
C -5.069 2.489 1.857
C -3.680 2.544 1.789
C -3.037 3.759 1.635
C -3.780 4.931 1.535
C -5.175 4.875 1.581
C -5.813 3.652 1.753
C -5.993 6.110 1.430
O -7.206 6.065 1.473
C -5.286 7.404 1.215
C -6.030 8.560 1.017
C -5.387 9.772 0.829
C -3.997 9.836 0.847
C -3.251 8.685 1.038
C -3.891 7.465 1.214
C -3.072 6.231 1.386
O -1.859 6.288 1.399
H -5.565 1.543 1.988
H -3.102 1.631 1.858
H -1.958 3.805 1.587
H -6.893 3.614 1.800
H -7.110 8.507 1.008
H -5.968 10.671 0.671
H -3.497 10.785 0.706
H -2.171 8.729 1.048
```

Atomic partial charges in e from the Löwdin method, atoms 1 to 6: 0.01, -0.48, 0.10, -0.11, -0.08, -0.20


Going through the records in order, we get relative energy (zero: lowest compared OMol25 entry of this formula, charge and spin) values of 7.91, 38.67 kcal per mole.
Going through the records in order, we get calculated total energy values of -150696.34283, -75321.24799 eV.